Record 1
Below is C4H8Cl2FN in the gas phase at a distorted geometry, with properties calculated with the ωB97M-V functional and the def2-TZVPD basis.

Results
- relative energy (zero: lowest compared OMol25 entry of this formula, charge and spin) (kcal/mol) = 68.8
- HOMO energy (eV) = -10.1
- lowest unoccupied orbital energy (eV) = 0.37
- gap between HOMO and LUMO (eV) = 10.50

```
! RIJCOSX wB97M-V def2-TZVPD def2/J DEFGRID3
* xyz 0 1
H -0.57 0.00 2.10
C -1.21 -0.82 -0.37
H -2.05 -0.18 -0.05
C 0.00 0.16 -0.01
H -1.19 -1.12 -1.41
Cl 2.13 -1.78 -0.38
N -0.78 1.30 -0.41
Cl -1.28 -2.39 0.55
H 2.09 0.47 -0.17
H -1.67 0.96 -1.24
C 1.33 -0.16 -0.64
H 1.24 -0.25 -1.82
H 0.47 1.46 1.41
H -0.38 2.28 -1.02
C 0.35 0.40 1.48
F 1.51 -0.34 2.00
*
```


Record 2
Below is 2 unconnected molecules or ions with the total composition C4H8Cl2N at a distorted geometry, with properties calculated with the ωB97M-V functional and the def2-TZVPD basis.

Results
- relative energy (zero: lowest compared OMol25 entry of this formula, charge and spin) (kcal/mol) = 36.6
- HOMO energy (eV) = -13.1
- lowest unoccupied orbital energy (eV) = -4.42
- gap between HOMO and LUMO (eV) = 8.70

```
! RIJCOSX wB97M-V def2-TZVPD def2/J DEFGRID3
* xyz 1 1
H 2.45 -0.88 0.33
H 2.81 0.93 0.59
H 0.31 -1.06 1.54
Cl -3.55 -1.35 -0.28
H 2.69 0.29 -1.20
H 0.55 1.94 -0.72
N 0.13 1.11 -0.48
C -3.13 0.23 -0.06
Cl -4.42 1.27 -0.08
C 0.85 0.14 -0.06
H -0.85 1.15 -0.42
H -0.96 -0.99 0.22
C 2.33 0.17 -0.10
C 0.09 -1.04 0.46
H 0.70 -1.91 0.26
*
```


Record 3
Below is a molecular structure, C4H8Cl4NOP at a distorted geometry, with properties calculated with the ωB97M-V functional and the def2-TZVPD basis.

Results
- relative energy (zero: lowest compared OMol25 entry of this formula, charge and spin) (kcal/mol) = 106.9
- HOMO energy (eV) = -9.3
- lowest unoccupied orbital energy (eV) = 0.10
- gap between HOMO and LUMO (eV) = 9.37

```
! RIJCOSX wB97M-V def2-TZVPD def2/J DEFGRID3
* xyz 0 1
H -2.61 0.41 1.26
O 2.29 1.50 2.12
H -1.83 1.81 0.79
H 0.07 0.29 1.51
H -3.01 1.15 -0.29
Cl 1.58 2.26 -0.96
P 1.56 0.85 0.30
Cl 2.64 -1.63 0.92
C 2.63 -0.51 -0.36
Cl 4.36 0.11 -0.73
H -0.55 -1.87 -1.08
C -2.16 0.89 0.43
Cl 2.03 -1.36 -1.82
N 0.14 0.11 0.47
H -1.35 -1.77 0.52
C -1.42 -1.35 -0.51
H -0.91 0.70 -1.22
C -1.08 0.12 -0.31
H -2.36 -1.71 -1.03
*
```


Record 4
Below is 4 unconnected molecules or ions with the total composition C4H8Cl8 at a distorted geometry, with properties calculated with the ωB97M-V functional and the def2-TZVPD basis.

Results
- relative energy (zero: lowest compared OMol25 entry of this formula, charge and spin) (kcal/mol) = 10.3
- HOMO energy (eV) = -11.0
- lowest unoccupied orbital energy (eV) = 0.42
- gap between HOMO and LUMO (eV) = 11.44

```
! RIJCOSX wB97M-V def2-TZVPD def2/J DEFGRID3
* xyz 0 1
Cl 12.85 -28.20 -7.53
Cl 15.38 -18.70 1.58
Cl 15.98 -17.47 4.18
Cl 10.89 -27.28 -5.56
C 5.88 -27.16 0.83
H 5.51 -27.25 -0.19
H 12.62 -26.09 -6.61
Cl 6.20 -25.47 1.15
H 5.14 -27.53 1.54
H 13.90 -17.67 3.04
C 14.75 -18.35 3.16
H 11.17 -24.55 -0.08
Cl 7.35 -28.17 0.90
C 12.50 -27.09 -6.19
C 12.25 -24.66 0.07
H 14.47 -19.28 3.66
H 13.27 -27.25 -5.44
Cl 12.54 -24.16 1.75
Cl 12.91 -26.28 -0.18
H 12.81 -23.96 -0.55
*
```


Record 5
Below is C4H8ClFO in the gas phase at a distorted geometry, with properties calculated with the ωB97M-V functional and the def2-TZVPD basis.

Results
- relative energy (zero: lowest compared OMol25 entry of this formula, charge and spin) (kcal/mol) = 15.9
- HOMO energy (eV) = -10.0
- lowest unoccupied orbital energy (eV) = 0.90
- gap between HOMO and LUMO (eV) = 10.90

```
! RIJCOSX wB97M-V def2-TZVPD def2/J DEFGRID3
* xyz 0 1
H 0.27 -0.18 -1.91
H 0.87 1.29 -1.15
H 2.48 0.88 0.89
C -0.63 0.40 0.00
F -0.04 0.71 1.22
H -1.21 2.39 -0.29
H -2.50 1.41 0.40
H 3.26 -0.82 0.78
H -2.06 1.24 -1.34
H 3.48 0.40 -0.50
O 1.58 -0.55 -0.41
C 2.73 0.04 0.26
C -1.67 1.41 -0.33
C 0.54 0.28 -0.99
Cl -1.33 -1.25 0.10
*
```


Record 6
Below is C4H8ClI in the gas phase at a distorted geometry, with properties calculated with the ωB97M-V functional and the def2-TZVPD basis.

Results
- relative energy (zero: lowest compared OMol25 entry of this formula, charge and spin) (kcal/mol) = 0.0
- HOMO energy (eV) = -9.5
- lowest unoccupied orbital energy (eV) = -0.03
- gap between HOMO and LUMO (eV) = 9.51

```
! RIJCOSX wB97M-V def2-TZVPD def2/J DEFGRID3
* xyz 0 1
H -0.28 -1.82 1.11
H -0.30 0.79 1.32
C 1.65 0.24 -0.49
H -1.44 -1.72 -0.18
H 2.22 0.73 -1.33
H 1.93 0.47 0.61
H -1.83 -1.22 1.42
Cl -0.49 -0.06 -2.20
C 0.13 0.63 -0.68
C -0.82 0.29 0.43
C -1.07 -1.17 0.75
H -1.87 0.74 0.40
I 0.25 2.90 -0.63
H 1.93 -0.80 -0.54
*
```


Question: What is the gap between HOMO and LUMO in the second record?
Answer: 8.70 eV


Question: What is the formula in the fourth record?
Answer: C4H8Cl8


Repeat the first record exactly.
Below is C4H8Cl2FN in the gas phase at a distorted geometry, with properties calculated with the ωB97M-V functional and the def2-TZVPD basis.

Results
- relative energy (zero: lowest compared OMol25 entry of this formula, charge and spin) (kcal/mol) = 68.8
- HOMO energy (eV) = -10.1
- lowest unoccupied orbital energy (eV) = 0.37
- gap between HOMO and LUMO (eV) = 10.50

```
! RIJCOSX wB97M-V def2-TZVPD def2/J DEFGRID3
* xyz 0 1
H -0.57 0.00 2.10
C -1.21 -0.82 -0.37
H -2.05 -0.18 -0.05
C 0.00 0.16 -0.01
H -1.19 -1.12 -1.41
Cl 2.13 -1.78 -0.38
N -0.78 1.30 -0.41
Cl -1.28 -2.39 0.55
H 2.09 0.47 -0.17
H -1.67 0.96 -1.24
C 1.33 -0.16 -0.64
H 1.24 -0.25 -1.82
H 0.47 1.46 1.41
H -0.38 2.28 -1.02
C 0.35 0.40 1.48
F 1.51 -0.34 2.00
*
```


Please write out number 2 again, unchanged.
Below is 2 unconnected molecules or ions with the total composition C4H8Cl2N at a distorted geometry, with properties calculated with the ωB97M-V functional and the def2-TZVPD basis.

Results
- relative energy (zero: lowest compared OMol25 entry of this formula, charge and spin) (kcal/mol) = 36.6
- HOMO energy (eV) = -13.1
- lowest unoccupied orbital energy (eV) = -4.42
- gap between HOMO and LUMO (eV) = 8.70

```
! RIJCOSX wB97M-V def2-TZVPD def2/J DEFGRID3
* xyz 1 1
H 2.45 -0.88 0.33
H 2.81 0.93 0.59
H 0.31 -1.06 1.54
Cl -3.55 -1.35 -0.28
H 2.69 0.29 -1.20
H 0.55 1.94 -0.72
N 0.13 1.11 -0.48
C -3.13 0.23 -0.06
Cl -4.42 1.27 -0.08
C 0.85 0.14 -0.06
H -0.85 1.15 -0.42
H -0.96 -0.99 0.22
C 2.33 0.17 -0.10
C 0.09 -1.04 0.46
H 0.70 -1.91 0.26
*
```